# 1
{"formula": "C47H50Br2HgN6O6S", "method": "wB97M-V/def2-TZVPD", "symbols": ["Hg", "C", "C", "C", "C", "C", "C", "Br", "C", "C", "Br", "C", "O", "C", "N", "H", "H", "H", "H", "H", "H", "C", "O", "C", "C", "C", "C", "C", "C", "N", "C", "N", "C", "C", "C", "C", "C", "C", "O", "C", "N", "C", "C", "C", "C", "C", "C", "O", "C", "H", "H", "H", "H", "H", "H", "H", "H", "H", "H", "H", "H", "H", "H", "H", "H", "H", "H", "H", "H", "H", "H", "C", "C", "C", "O", "C", "H", "H", "H", "H", "H", "H", "H", "H", "C", "C", "C", "N", "C", "S", "N", "C", "O", "C", "C", "C", "C", "C", "C", "H", "H", "H", "H", "H", "H", "H", "H", "H", "H", "H", "H", "H", "H"], "coordinates": [[0.4224, 0.3780, 0.9100], [-1.6173, 1.9134, -1.9666], [-0.4276, 2.7933, -1.7630], [-0.1203, 3.7720, -2.7179], [0.8990, 4.6572, -2.4827], [1.6298, 4.5684, -1.2804], [2.6316, 5.4731, -0.8917], [3.0212, 7.0069, -1.9715], [3.3363, 5.3121, 0.2782], [3.0641, 4.2208, 1.0795], [4.0656, 4.0010, 2.6865], [2.0607, 3.2677, 0.8131], [1.8419, 2.2992, 1.6024], [1.3170, 3.4818, -0.4138], [0.3024, 2.6334, -0.6759], [-2.4792, 2.5022, -2.2812], [-1.8537, 1.3938, -1.0379], [-1.4067, 1.1788, -2.7438], [-0.6952, 3.8278, -3.6304], [1.1294, 5.4248, -3.2065], [4.0943, 6.0210, 0.5790], [6.4982, -1.5751, -2.2620], [5.5785, -0.6247, -1.7949], [5.6240, -0.2902, -0.4701], [6.7122, -0.5225, 0.3629], [6.6809, -0.1248, 1.6916], [5.5556, 0.4844, 2.2127], [4.4692, 0.7216, 1.3885], [4.4960, 0.3645, 0.0520], [3.3984, 0.6567, -0.7940], [2.6122, -0.3010, -1.3259], [3.0033, -1.6087, -0.9827], [2.2780, -2.3244, -0.0369], [1.3268, -1.7764, 0.8327], [0.7249, -2.6267, 1.7602], [1.0285, -3.9733, 1.8156], [1.9711, -4.5188, 0.9564], [2.6075, -3.6977, 0.0502], [3.5902, -4.1201, -0.8327], [3.9699, -5.4689, -0.7947], [1.5933, -0.0076, -2.0397], [0.8520, -0.9556, -2.7212], [-0.4739, -1.2225, -2.3805], [-1.2636, -2.0518, -3.1526], [-0.7374, -2.6641, -4.2768], [0.5914, -2.4569, -4.6027], [1.3886, -1.6204, -3.8395], [2.7365, -1.5245, -4.1625], [3.1344, -0.2730, -4.6766], [6.2405, -1.7496, -3.3049], [6.4153, -2.5097, -1.6998], [7.5315, -1.2171, -2.2090], [7.6022, -1.0022, -0.0201], [7.5473, -0.3008, 2.3155], [5.5165, 0.7807, 3.2509], [3.5763, 1.1735, 1.7916], [3.0424, 1.6015, -0.7987], [3.3632, -2.1667, -1.7468], [0.0080, -2.2262, 2.4674], [0.5298, -4.6112, 2.5303], [2.1992, -5.5739, 1.0132], [4.7236, -5.5923, -1.5735], [3.1251, -6.1357, -1.0048], [4.4111, -5.7409, 0.1718], [-0.8637, -0.7812, -1.4728], [-2.2928, -2.2201, -2.8688], [-1.3531, -3.3080, -4.8871], [1.0361, -2.9607, -5.4487], [4.2133, -0.3271, -4.8113], [2.8871, 0.5417, -3.9919], [2.6520, -0.0845, -5.6427], [-2.8803, 4.7141, 2.2297], [-1.9825, 4.4114, 3.4399], [-0.9640, 3.4050, 2.8870], [-1.6085, 2.7815, 1.7970], [-2.3207, 3.7991, 1.1286], [-2.8297, 5.7573, 1.9279], [-3.9225, 4.4631, 2.4218], [-2.5562, 3.9616, 4.2472], [-1.4924, 5.3002, 3.8282], [-0.6840, 2.6225, 3.5917], [-0.0549, 3.9173, 2.5485], [-3.1043, 3.3247, 0.5363], [-1.6446, 4.3528, 0.4618], [-4.2086, -3.3733, -0.5183], [-3.9422, -3.5385, 0.9753], [-2.9535, -2.4928, 1.4750], [-3.5548, -1.1822, 1.3703], [-3.0897, -0.1253, 2.0750], [-1.5779, -0.1688, 2.8277], [-3.8445, 0.9856, 2.2180], [-5.1837, 1.2203, 1.8726], [-5.5010, 2.3526, 1.4863], [-6.1263, 0.1295, 2.0683], [-5.9078, -0.9067, 3.0025], [-6.8369, -1.9086, 3.1684], [-8.0148, -1.9130, 2.4327], [-8.2638, -0.8760, 1.5382], [-7.3417, 0.1283, 1.3583], [-5.0119, -4.0309, -0.8465], [-3.3074, -3.6029, -1.0846], [-4.5015, -2.3483, -0.7401], [-3.5410, -4.5347, 1.1737], [-4.8795, -3.4328, 1.5300], [-2.0326, -2.5207, 0.8791], [-2.6712, -2.6834, 2.5183], [-4.5456, -1.1814, 1.1668], [-3.2819, 1.8211, 2.3826], [-5.0181, -0.8985, 3.6167], [-6.6462, -2.7031, 3.8772], [-8.7367, -2.7040, 2.5693], [-9.1886, -0.8694, 0.9785], [-7.5196, 0.9337, 0.6606]], "mulliken_charge": [1.290, -1.212, 0.615, -1.214, -1.199, 0.563, 0.234, -0.289, -0.363, 0.158, -0.203, 0.713, -0.887, -1.637, 1.625, 0.540, -0.343, 0.418, 0.530, 0.348, 0.465, -1.097, -0.225, 0.829, -0.555, -0.706, -1.412, 0.161, -0.277, 0.949, -2.671, 1.499, 0.601, -0.516, -0.760, -1.209, -0.345, 0.842, -0.328, -1.083, 0.577, 0.055, -0.084, -1.110, -0.713, -0.390, 0.148, -0.508, -0.658, 0.227, 0.423, 0.367, 0.334, 0.387, 0.476, 0.852, -0.031, 0.359, 0.239, 0.423, 0.398, 0.234, 0.392, 0.394, 0.587, 0.574, 0.409, 0.454, 0.246, 0.162, 0.338, -0.604, -0.798, -0.400, -0.048, -0.582, 0.436, 0.193, 0.226, 0.432, 0.465, 0.058, 0.343, 0.405, -1.176, -0.694, -0.336, 0.178, 0.413, -0.507, 0.150, 0.388, -0.761, -0.043, 0.091, -0.552, -0.565, -0.438, -0.772, 0.444, 0.239, 0.308, 0.447, 0.207, -0.133, 0.429, 0.360, -0.217, 0.391, 0.422, 0.381, 0.388, 0.423], "mol_weight_da": 1187.4, "multiplicity": 2, "gap_ha": [0.1521, 0.2680], "de_lowest_kj_mol": 0.0, "fmax_ev_per_a": 1.20, "homo_energy_ev": [-2.0, -5.2], "charge": -1}

# 2
{"formula": "C15H14BrNO7", "method": "wB97M-V/def2-TZVPD", "symbols": ["O", "C", "O", "C", "C", "N", "C", "O", "C", "C", "O", "C", "O", "C", "O", "C", "C", "C", "C", "Br", "C", "C", "C", "O", "H", "H", "H", "H", "H", "H", "H", "H", "H", "H", "H", "H", "H", "H"], "coordinates": [[-2.8819, 0.6517, -3.8240], [-2.5548, 1.6646, -3.2232], [-3.0177, 2.8651, -3.5813], [-1.6753, 1.5612, -2.1116], [-1.8107, 0.4685, -1.2862], [-0.9962, 0.2444, -0.1955], [-0.6609, -1.1778, 0.0224], [-0.8667, -1.5705, 1.3825], [-0.0982, -2.7671, 1.6104], [0.7130, -2.6097, 2.8997], [1.6774, -1.5565, 2.8130], [0.8220, -2.8977, 0.3514], [0.2161, -3.8026, -0.5663], [0.7586, -1.5439, -0.3385], [0.9453, -1.6648, -1.7959], [-0.1727, 1.2944, 0.2829], [0.4922, 1.1970, 1.4709], [1.4172, 2.1908, 1.8581], [1.7067, 3.2612, 1.0058], [2.8854, 4.6301, 1.5653], [1.0196, 3.3643, -0.1935], [0.0764, 2.4118, -0.5540], [-0.6804, 2.5618, -1.7903], [-0.4646, 3.5229, -2.5399], [-3.5587, 2.6459, -4.3509], [-2.5427, -0.2962, -1.5895], [-1.3645, -1.7837, -0.5804], [-0.7820, -3.5997, 1.7253], [1.2453, -3.5563, 3.0903], [0.0681, -2.4092, 3.7765], [2.2624, -1.5550, 3.5706], [1.8343, -3.2336, 0.5624], [0.4339, -3.4254, -1.4417], [1.4806, -0.8685, 0.0933], [0.7321, -0.8179, -2.2087], [0.2342, 0.3266, 2.0573], [1.9289, 2.0106, 2.8055], [1.1786, 4.2634, -0.7725]], "mulliken_charge": [-0.613, 0.032, -0.409, 0.382, -0.133, 0.261, -0.658, -0.554, 0.060, -0.943, -0.480, -0.190, -0.648, 0.271, -0.664, -0.191, -0.393, -0.535, -0.066, -0.190, -0.549, 0.311, 0.858, -0.745, 0.349, 0.400, 0.289, 0.476, 0.450, 0.384, 0.302, 0.376, 0.378, 0.427, 0.366, 0.617, 0.412, 0.560], "mol_weight_da": 400.2, "gap_ha": 0.3161, "de_lowest_kj_mol": 0.0, "fmax_ev_per_a": 3.13, "smiles": "O=C(O)c1cn([C@@H]2O[C@H](CO)[C@@H](O)[C@H]2O)c2ccc(Br)cc2c1=O", "homo_energy_ev": -8.8}

# 3
{"formula": "C15H27Cl8O4", "method": "wB97M-V/def2-TZVPD", "symbols": ["C", "C", "O", "O", "C", "C", "C", "C", "O", "C", "O", "H", "H", "H", "H", "H", "H", "H", "H", "H", "H", "H", "Cl", "C", "C", "Cl", "H", "H", "H", "H", "Cl", "C", "C", "Cl", "H", "H", "H", "H", "Cl", "C", "C", "Cl", "H", "H", "H", "H", "Cl", "C", "C", "Cl", "H", "H", "H", "H"], "coordinates": [[0.0195, -3.3588, 2.2464], [-1.0253, -2.3124, 1.9009], [-1.6312, -2.3847, 0.8568], [-1.2470, -1.3897, 2.8361], [-0.3269, -0.1868, 2.8285], [0.0191, 0.4040, 1.5219], [1.3801, -0.0240, 0.9662], [1.5546, 0.7712, -0.3129], [2.9009, 0.6906, -0.8762], [3.3150, -0.5176, -1.2095], [4.4994, -0.7722, -1.3043], [1.0181, -2.9459, 2.0952], [-0.0511, -3.6564, 3.2899], [-0.1204, -4.2040, 1.5823], [-0.8907, 0.5706, 3.3673], [0.5407, -0.4438, 3.4717], [0.1137, 1.4795, 1.7397], [2.2366, 0.1562, 1.6420], [1.3069, -1.0783, 0.6832], [1.3598, 1.8230, -0.1259], [0.8067, 0.4479, -1.0214], [2.5817, -1.3062, -1.4801], [-0.2287, -5.4442, -3.3454], [1.3606, -4.6653, -3.5613], [1.9761, -4.2461, -2.2513], [1.0901, -2.9097, -1.4820], [1.2284, -3.8148, -4.2253], [2.0060, -5.3932, -4.0512], [2.9938, -3.8934, -2.4223], [2.0100, -5.0727, -1.5459], [-3.7828, 2.0372, 1.2450], [-4.1245, 2.3921, -0.4661], [-3.2811, 1.5686, -1.4077], [-1.5659, 2.0155, -1.3430], [-3.9658, 3.4563, -0.6259], [-5.1778, 2.1671, -0.6331], [-3.6189, 1.7324, -2.4312], [-3.3525, 0.5068, -1.1792], [-1.7986, 4.2966, 3.8120], [-2.9622, 3.6339, 4.9847], [-2.2847, 2.8107, 6.0516], [-1.6100, 1.3017, 5.3904], [-3.6942, 3.0462, 4.4350], [-3.4690, 4.4818, 5.4447], [-3.0099, 2.5334, 6.8166], [-1.4775, 3.3660, 6.5238], [0.8938, 1.4551, -3.2343], [2.2983, 1.0299, -4.2365], [2.5420, 2.0178, -5.3469], [1.2674, 1.9706, -6.6001], [2.1407, 0.0268, -4.6278], [3.1629, 1.0122, -3.5729], [3.4807, 1.7848, -5.8472], [2.5931, 3.0339, -4.9649]], "mulliken_charge": [-0.942, 0.683, -0.551, -0.329, 0.214, -0.546, 0.550, -0.470, -0.475, 0.909, -0.630, 0.187, 0.376, 0.267, -0.667, 0.239, 0.045, 0.202, -0.298, 0.415, 0.217, -0.195, -0.198, -0.345, -0.661, -0.105, 0.258, 0.325, 0.306, 0.362, -0.107, -0.547, -0.501, -0.167, 0.282, 0.317, 0.369, 0.267, -0.167, -0.460, -0.465, -0.125, 0.261, 0.347, 0.287, 0.306, -0.093, -0.426, -0.472, -0.214, 0.268, 0.222, 0.338, 0.335], "mol_weight_da": 555.0, "gap_ha": 0.1647, "de_lowest_kj_mol": 0.0, "fmax_ev_per_a": 1.25, "homo_energy_ev": -2.0, "charge": -1}

What did the third record say?
{"formula": "C15H27Cl8O4", "method": "wB97M-V/def2-TZVPD", "symbols": ["C", "C", "O", "O", "C", "C", "C", "C", "O", "C", "O", "H", "H", "H", "H", "H", "H", "H", "H", "H", "H", "H", "Cl", "C", "C", "Cl", "H", "H", "H", "H", "Cl", "C", "C", "Cl", "H", "H", "H", "H", "Cl", "C", "C", "Cl", "H", "H", "H", "H", "Cl", "C", "C", "Cl", "H", "H", "H", "H"], "coordinates": [[0.0195, -3.3588, 2.2464], [-1.0253, -2.3124, 1.9009], [-1.6312, -2.3847, 0.8568], [-1.2470, -1.3897, 2.8361], [-0.3269, -0.1868, 2.8285], [0.0191, 0.4040, 1.5219], [1.3801, -0.0240, 0.9662], [1.5546, 0.7712, -0.3129], [2.9009, 0.6906, -0.8762], [3.3150, -0.5176, -1.2095], [4.4994, -0.7722, -1.3043], [1.0181, -2.9459, 2.0952], [-0.0511, -3.6564, 3.2899], [-0.1204, -4.2040, 1.5823], [-0.8907, 0.5706, 3.3673], [0.5407, -0.4438, 3.4717], [0.1137, 1.4795, 1.7397], [2.2366, 0.1562, 1.6420], [1.3069, -1.0783, 0.6832], [1.3598, 1.8230, -0.1259], [0.8067, 0.4479, -1.0214], [2.5817, -1.3062, -1.4801], [-0.2287, -5.4442, -3.3454], [1.3606, -4.6653, -3.5613], [1.9761, -4.2461, -2.2513], [1.0901, -2.9097, -1.4820], [1.2284, -3.8148, -4.2253], [2.0060, -5.3932, -4.0512], [2.9938, -3.8934, -2.4223], [2.0100, -5.0727, -1.5459], [-3.7828, 2.0372, 1.2450], [-4.1245, 2.3921, -0.4661], [-3.2811, 1.5686, -1.4077], [-1.5659, 2.0155, -1.3430], [-3.9658, 3.4563, -0.6259], [-5.1778, 2.1671, -0.6331], [-3.6189, 1.7324, -2.4312], [-3.3525, 0.5068, -1.1792], [-1.7986, 4.2966, 3.8120], [-2.9622, 3.6339, 4.9847], [-2.2847, 2.8107, 6.0516], [-1.6100, 1.3017, 5.3904], [-3.6942, 3.0462, 4.4350], [-3.4690, 4.4818, 5.4447], [-3.0099, 2.5334, 6.8166], [-1.4775, 3.3660, 6.5238], [0.8938, 1.4551, -3.2343], [2.2983, 1.0299, -4.2365], [2.5420, 2.0178, -5.3469], [1.2674, 1.9706, -6.6001], [2.1407, 0.0268, -4.6278], [3.1629, 1.0122, -3.5729], [3.4807, 1.7848, -5.8472], [2.5931, 3.0339, -4.9649]], "mulliken_charge": [-0.942, 0.683, -0.551, -0.329, 0.214, -0.546, 0.550, -0.470, -0.475, 0.909, -0.630, 0.187, 0.376, 0.267, -0.667, 0.239, 0.045, 0.202, -0.298, 0.415, 0.217, -0.195, -0.198, -0.345, -0.661, -0.105, 0.258, 0.325, 0.306, 0.362, -0.107, -0.547, -0.501, -0.167, 0.282, 0.317, 0.369, 0.267, -0.167, -0.460, -0.465, -0.125, 0.261, 0.347, 0.287, 0.306, -0.093, -0.426, -0.472, -0.214, 0.268, 0.222, 0.338, 0.335], "mol_weight_da": 555.0, "gap_ha": 0.1647, "de_lowest_kj_mol": 0.0, "fmax_ev_per_a": 1.25, "homo_energy_ev": -2.0, "charge": -1}